1.
{
  "formula": "C29H39Cl2N2O8SSbTl",
  "method": "wB97M-V/def2-TZVPD",
  "elements": ["Tl", "O", "C", "O", "C", "C", "C", "C", "C", "N", "H", "H", "H", "H", "Cl", "C", "Cl", "H", "H", "C", "C", "Sb", "C", "C", "C", "C", "H", "H", "H", "H", "H", "H", "H", "H", "H", "H", "H", "H", "H", "H", "H", "C", "C", "C", "C", "C", "C", "C", "S", "C", "O", "H", "H", "H", "H", "H", "H", "H", "H", "H", "H", "O", "C", "O", "C", "C", "C", "C", "C", "C", "N", "O", "O", "H", "H", "H", "H", "C", "O", "H", "H", "H", "H"],
  "positions_angstrom": [[-0.77891, 0.40122, -0.61330], [2.82559, 2.17752, -2.94630], [1.75419, 1.93342, -2.39970], [1.21469, 0.80612, -2.23600], [0.97469, 3.13152, -1.82470], [1.39999, 4.43442, -2.06420], [0.70839, 5.47692, -1.47600], [-0.37581, 5.18832, -0.65820], [-0.72631, 3.86062, -0.47590], [-0.06721, 2.86422, -1.04530], [2.25859, 4.59002, -2.70100], [1.01779, 6.50122, -1.64250], [-0.93841, 5.97492, -0.17580], [-1.54441, 3.56932, 0.16760], [-0.59941, -1.76208, -2.97340], [-1.10051, -3.21838, -2.06840], [-0.77821, -3.02178, -0.33970], [-0.51861, -4.06618, -2.42530], [-2.16991, -3.36368, -2.19400], [3.85289, -2.85718, 1.59860], [3.56919, -3.01228, 0.11820], [2.44149, -1.27608, -0.72420], [4.05549, 0.12682, -0.23660], [5.39849, -0.07628, -0.91370], [3.18609, -1.70408, -2.74620], [2.72329, -3.03468, -3.30460], [4.33809, -3.74668, 2.00810], [2.92799, -2.69218, 2.14810], [4.50779, -2.00818, 1.78010], [2.95749, -3.90338, -0.03980], [4.50199, -3.15538, -0.42940], [4.16439, 0.07732, 0.84960], [3.66899, 1.10872, -0.49790], [5.72999, -1.11368, -0.85580], [6.15499, 0.54572, -0.42840], [5.33679, 0.22502, -1.95650], [4.27299, -1.68268, -2.70820], [2.84319, -0.87778, -3.36250], [2.99419, -3.84618, -2.63100], [3.18769, -3.22618, -4.27260], [1.64629, -3.04928, -3.44470], [-5.74991, -1.45118, 0.89060], [-5.04571, -0.66878, -0.17300], [-4.71831, 0.66672, 0.02590], [-4.01281, 1.36382, -0.93880], [-3.62071, 0.72732, -2.10330], [-3.93981, -0.60418, -2.31870], [-4.65821, -1.29008, -1.35620], [-2.58851, 1.63522, -3.30020], [-3.89731, 1.53312, -4.63220], [-2.60001, 3.03372, -2.87100], [-6.22161, -0.79198, 1.61320], [-5.02041, -2.05788, 1.42620], [-6.49801, -2.11668, 0.46300], [-4.97951, 1.14642, 0.95560], [-3.74681, 2.40092, -0.80090], [-3.61901, -1.10228, -3.22120], [-4.91591, -2.32728, -1.51790], [-4.86531, 1.75982, -4.20450], [-3.88161, 0.53422, -5.04660], [-3.64601, 2.26252, -5.39250], [-3.47051, 0.76822, 3.06090], [-2.28121, 0.73202, 2.77250], [-1.68491, 1.30122, 1.82000], [-1.34681, -0.08078, 3.68990], [-1.25751, 0.24612, 5.04090], [-0.37181, -0.41428, 5.86650], [0.41999, -1.43088, 5.33850], [0.32269, -1.78668, 3.99400], [-0.54791, -1.10058, 3.17340], [1.33679, -2.11708, 6.18850], [1.50179, -1.69338, 7.32000], [1.90829, -3.09828, 5.74890], [-1.89311, 1.02492, 5.43270], [-0.27821, -0.16358, 6.91210], [0.94909, -2.57978, 3.61500], [-0.61871, -1.35398, 2.12380], [1.73149, 1.98882, 1.76560], [0.92299, 0.86962, 1.50070], [1.67099, 2.27392, 2.82170], [1.44609, 2.84642, 1.15360], [2.75739, 1.71492, 1.53270], [-0.00751, 1.10062, 1.77250]],
  "atomic_forces_ev_per_a": [[0.3, 0.0, 0.0], [0.4, 0.2, -0.2], [-0.2, 0.2, 0.0], [-0.3, -0.2, 0.1], [0.3, -0.1, 0.0], [-0.1, -0.1, 0.0], [0.0, 0.0, 0.0], [0.0, 0.0, 0.0], [-0.1, 0.3, 0.1], [0.1, -0.1, -0.1], [0.0, 0.0, 0.0], [0.0, 0.0, 0.0], [0.0, 0.0, 0.0], [-0.2, 0.0, 0.1], [-0.2, -0.5, -0.2], [0.2, 0.3, 0.0], [-0.2, -0.5, 0.1], [-0.1, 0.2, 0.0], [0.1, 0.0, -0.1], [0.0, -0.1, 0.0], [-0.3, 0.3, -0.3], [1.2, -0.4, -0.3], [-0.4, -0.1, 0.0], [-0.1, 0.0, 0.1], [-0.3, 0.2, 0.4], [0.1, 0.0, 0.1], [0.0, 0.0, 0.1], [-0.1, 0.0, 0.2], [0.1, 0.1, 0.1], [0.0, 0.0, -0.1], [0.0, 0.0, -0.2], [-0.1, 0.0, 0.0], [-0.1, 0.1, 0.1], [0.1, -0.1, -0.1], [0.1, 0.0, -0.1], [0.1, -0.1, -0.1], [0.1, 0.1, 0.1], [0.0, 0.1, 0.0], [0.0, -0.2, 0.0], [0.0, -0.1, -0.1], [-0.1, -0.1, 0.0], [0.1, 0.0, 0.1], [0.0, 0.1, 0.0], [-0.1, -0.2, -0.1], [0.1, 0.2, -0.3], [0.2, 0.1, -0.2], [0.0, 0.0, 0.0], [0.1, 0.1, -0.1], [-1.5, -1.0, -0.7], [0.7, 0.0, 0.5], [0.2, 1.1, 0.4], [0.0, 0.0, 0.1], [0.0, -0.1, 0.1], [-0.1, -0.1, 0.0], [0.0, 0.1, 0.1], [0.1, 0.1, 0.1], [0.1, -0.1, -0.1], [0.0, -0.1, 0.0], [-0.1, 0.1, 0.2], [0.0, -0.2, -0.1], [0.2, 0.1, -0.1], [-0.6, 0.0, 0.1], [0.5, -0.5, 0.6], [0.3, 0.4, -0.4], [-0.2, 0.1, -0.2], [0.0, -0.1, -0.2], [0.3, -0.2, 0.1], [-1.0, 0.7, -0.9], [0.2, -0.1, 0.3], [-0.3, 0.1, 0.2], [0.6, -0.5, 0.6], [0.0, 0.0, 0.1], [0.1, -0.1, -0.1], [-0.1, 0.1, 0.0], [0.0, 0.0, 0.0], [0.0, 0.0, 0.0], [0.1, 0.0, 0.0], [0.2, 0.1, 0.1], [-0.5, 0.1, 0.1], [0.1, 0.0, 0.0], [0.0, 0.1, 0.0], [0.1, 0.1, 0.0], [0.2, -0.1, 0.0]],
  "mulliken_charge": [1.286, -0.782, -0.122, -0.389, 0.260, -0.527, -0.542, -0.949, -0.347, 0.882, 0.556, 0.400, 0.466, 0.302, -0.024, -0.454, -0.041, 0.413, 0.307, -1.139, -0.883, 0.084, -0.606, -1.572, -0.720, -1.015, 0.404, 0.180, 0.295, 0.426, 0.496, 0.528, 0.413, 0.280, 0.429, 0.322, 0.443, 0.379, 0.265, 0.399, 0.079, -1.608, 0.958, -0.518, -0.318, 0.098, -0.543, -0.688, 0.986, -1.178, -0.725, 0.390, 0.260, 0.468, 0.158, 0.395, 0.419, 0.371, 0.359, 0.354, 0.406, -0.756, -0.123, -0.814, 0.223, -0.492, -0.629, -0.034, -0.353, 0.012, 0.992, -0.639, -0.617, 0.471, 0.470, 0.432, 0.387, -0.635, 0.313, 0.271, 0.115, 0.137, 0.037],
  "charge": -1,
  "e_lumo_ev": 1.849,
  "orbital_gap_ha": 0.254,
  "relative_energy_kcal_mol": 18.33
}

---

2.
{
  "formula": "C21H17FN4O3",
  "method": "wB97M-V/def2-TZVPD",
  "elements": ["C", "C", "C", "C", "C", "N", "C", "C", "N", "C", "C", "C", "C", "C", "O", "C", "C", "N", "N", "C", "C", "O", "C", "C", "C", "O", "C", "F", "C", "H", "H", "H", "H", "H", "H", "H", "H", "H", "H", "H", "H", "H", "H", "H", "H", "H"],
  "positions_angstrom": [[-2.97367, -5.75399, -4.50628], [-2.57079, -4.57700, -3.69514], [-1.39776, -3.89205, -4.02608], [-1.03304, -2.74856, -3.31986], [-1.80974, -2.27416, -2.23350], [-1.47998, -1.10111, -1.54506], [-2.13920, 0.12323, -1.80984], [-3.31101, 0.17033, -2.78971], [-1.84164, 1.24732, -1.22626], [-0.78308, 1.29475, -0.35575], [-0.40732, 2.49147, 0.15823], [0.71520, 2.65122, 1.01971], [1.35740, 1.47807, 1.46750], [2.39509, 1.52700, 2.56288], [2.96116, 0.50246, 2.85018], [2.71303, 2.65113, 3.43463], [1.93401, 3.83640, 3.70679], [2.61225, 4.69809, 4.48192], [3.78139, 4.02949, 4.75060], [4.85274, 4.56734, 5.55144], [3.88332, 2.81635, 4.08678], [4.96078, 1.96267, 3.99955], [0.90558, 0.23062, 0.98297], [-0.12539, 0.15410, 0.04431], [-0.47080, -1.10935, -0.59955], [0.14273, -2.10907, -0.25582], [-2.98081, -3.01178, -1.91583], [-3.75560, -2.62843, -0.87542], [-3.34237, -4.13530, -2.63486], [-4.07996, -5.94415, -4.44778], [-2.43125, -6.61875, -4.15832], [-2.78712, -5.58870, -5.58295], [-0.74354, -4.18209, -4.84483], [-0.10514, -2.24303, -3.55474], [-2.97788, -0.15710, -3.77113], [-4.11374, -0.55451, -2.44282], [-3.69428, 1.16785, -2.90413], [-0.92965, 3.39668, -0.14493], [1.00076, 3.65972, 1.26184], [0.94858, 4.05102, 3.39817], [5.83811, 4.51444, 5.05551], [4.68282, 5.62884, 5.77173], [4.91192, 3.97795, 6.45598], [4.57021, 1.13367, 3.61484], [1.38016, -0.67504, 1.33697], [-4.26246, -4.65803, -2.35192]],
  "atomic_forces_ev_per_a": [[-1.5, -0.1, -0.8], [0.4, 0.5, -0.4], [0.1, 0.8, 0.5], [-0.6, -0.1, 1.0], [-1.0, -1.9, -1.2], [-0.3, 1.9, 0.1], [-0.5, 1.2, 0.4], [0.1, -1.9, 0.7], [-0.7, -1.1, -1.3], [-0.5, -0.6, 0.0], [1.8, 2.8, 1.3], [-1.7, -1.5, -1.3], [-0.6, 0.7, 0.2], [-0.9, 0.2, 0.2], [1.4, -2.1, -0.1], [-3.0, 1.6, -1.6], [2.3, 0.2, 0.9], [-0.2, -1.9, -0.4], [1.3, -1.2, -1.2], [0.5, 0.6, 0.0], [0.9, 0.3, 0.5], [-1.2, 1.2, 0.7], [0.4, 0.6, 0.2], [0.6, 0.1, 0.1], [1.5, -1.1, 1.7], [-0.8, -0.2, -0.9], [1.2, 0.5, -0.1], [0.3, 0.0, -0.4], [-0.5, 0.0, 0.4], [1.0, 0.0, 0.2], [0.1, -0.5, -0.1], [0.2, -0.1, 0.5], [-0.3, -0.2, 0.1], [-0.1, 0.1, 0.0], [0.0, -0.2, -0.1], [0.8, 1.0, -0.5], [0.0, 0.3, 0.4], [0.0, -0.3, -0.1], [0.2, 0.0, 0.3], [-0.8, 0.3, -0.2], [-0.6, -0.2, -0.1], [-0.3, -0.5, 0.0], [0.1, 0.1, 0.4], [0.1, 0.5, 0.3], [0.0, 0.0, -0.1], [0.4, 0.2, -0.1]],
  "mulliken_charge": [-1.359, 1.012, -0.871, -0.134, -1.004, 0.579, 0.997, -1.291, -0.625, 0.057, -0.301, -0.950, 0.232, 0.433, -0.752, 0.385, -0.803, -0.973, 0.681, -0.788, 0.330, -0.606, -0.962, 0.332, 0.607, -0.659, 0.476, -0.339, -0.760, 0.344, 0.293, 0.360, 0.375, 0.447, 0.312, 0.226, 0.357, 0.456, 0.795, 0.801, 0.294, 0.293, 0.300, 0.418, 0.591, 0.394],
  "smiles": "Cc1ccc(-n2c(C)nc3ccc(C(=O)c4cnn(C)c4O)cc3c2=O)c(F)c1",
  "charge": 0,
  "e_lumo_ev": -0.109,
  "orbital_gap_ha": 0.322,
  "relative_energy_kcal_mol": 3.26
}

---

3.
{
  "formula": "C4H8",
  "method": "wB97M-V/def2-TZVPD",
  "elements": ["C", "C", "C", "C", "H", "H", "H", "H", "H", "H", "H", "H"],
  "positions_angstrom": [[-0.11974, -0.01146, 1.51328], [-0.01540, 0.00615, 0.19416], [-0.34538, 1.23148, -0.59662], [0.42661, -1.19706, -0.57703], [0.13601, -0.89591, 2.09221], [-0.41742, 0.82285, 2.14184], [0.47440, 1.49374, -1.26707], [-0.56971, 2.07779, 0.05237], [-1.22434, 1.06656, -1.22886], [0.77649, -1.98443, 0.09593], [1.25066, -0.95948, -1.25097], [-0.37217, -1.65023, -1.16923]],
  "atomic_forces_ev_per_a": [[0.2, -0.3, 0.8], [-0.2, 0.2, 0.0], [-0.2, 0.1, -0.2], [0.2, -0.5, 0.2], [0.0, -0.1, -0.2], [-0.1, 0.2, -0.4], [0.0, 0.1, 0.0], [0.1, 0.0, 0.0], [0.1, -0.1, 0.0], [0.0, 0.1, 0.0], [0.0, 0.1, -0.1], [-0.1, 0.3, -0.1]],
  "mulliken_charge": [-0.970, 0.974, -1.141, -1.150, 0.246, 0.263, 0.300, 0.306, 0.279, 0.310, 0.302, 0.281],
  "smiles": "C=C(C)C",
  "charge": 0,
  "e_lumo_ev": 1.148,
  "orbital_gap_ha": 0.385,
  "relative_energy_kcal_mol": 0.17
}